(1)
DFT (ωB97M-V/def2-TZVPD) results for a single C5H8O2 molecule.

Last columns: bonded neighbours and bond lengths (Å).
Positions of all 15 atoms, in Å:
1 C -1.007 0.050 1.225  C4 1.599, H8 1.101, H9 1.080, H10 1.106
2 C 0.358 -1.587 -0.136  C3 1.532, O7 1.327
3 C -0.196 -0.498 -1.060  C2 1.532, C4 1.519, H11 1.109, H12 1.095
4 C -0.136 0.590 -0.002  C1 1.599, C3 1.519, O5 1.400, C6 1.521
5 O -0.491 1.905 -0.327  C4 1.400, H13 0.964
6 C 1.333 0.465 0.374  C4 1.521, O7 1.459, H14 1.102, H15 1.091
7 O 1.364 -0.989 0.490  C2 1.327, C6 1.459
8 H -1.938 -0.443 0.905  C1 1.101
9 H -1.232 0.957 1.766  C1 1.080
10 H -0.563 -0.662 1.944  C1 1.106
11 H 0.540 -0.441 -1.889  C3 1.109
12 H -1.195 -0.644 -1.484  C3 1.095
13 H -1.237 1.884 -0.936  O5 0.964
14 H 2.068 0.814 -0.369  C6 1.102
15 H 1.577 0.907 1.342  C6 1.091

Summary:
charge	0
relative energy (zero: lowest compared OMol25 entry of this formula, charge and spin)	3.688	eV
multiplicity	1
HOMO level	-0.3119	Eh
total energy	-345.6694	Eh

Results of the Löwdin charge analysis, in e, for atoms 1 through 6: -0.012, -0.005, -0.138, -0.570, 0.018, -0.077

=====

(2)
DFT (ωB97M-V/def2-TZVPD) results for a single C23H22FN5OS molecule.

Last columns: bonded neighbours and bond lengths (Å).
Positions of all 53 atoms, in Å:
1 C 4.911 1.622 3.390  C2 1.499, H51 1.090, H52 1.087, H53 1.089
2 C 4.359 1.489 2.003  C1 1.499, C3 1.388, C7 1.392
3 C 4.972 0.683 1.054  C2 1.388, C4 1.384, H50 1.081
4 C 4.458 0.553 -0.224  C3 1.384, C5 1.389, H49 1.077
5 C 3.301 1.239 -0.573  C4 1.389, C6 1.394, N10 1.400
6 C 2.677 2.054 0.370  C5 1.394, C7 1.379, H9 1.081
7 C 3.202 2.173 1.640  C2 1.392, C6 1.379, H8 1.081
8 H 2.708 2.804 2.364  C7 1.081
9 H 1.776 2.588 0.100  C6 1.081
10 N 2.703 1.149 -1.836  C5 1.400, C11 1.352, H48 1.022
11 C 2.934 0.243 -2.812  N10 1.352, O12 1.211, C13 1.530
12 O 3.825 -0.577 -2.836  C11 1.211
13 C 1.900 0.327 -3.936  C11 1.530, H14 1.089, H15 1.088, S16 1.828
14 H 2.282 -0.177 -4.822  C13 1.089
15 H 1.596 1.347 -4.162  C13 1.088
16 S 0.400 -0.608 -3.471  C13 1.828, C17 1.735
17 C -0.321 0.525 -2.373  S16 1.735, N18 1.309, N21 1.366
18 N 0.018 1.777 -2.196  C17 1.309, N19 1.346
19 N -0.774 2.285 -1.235  N18 1.346, C20 1.297
20 C -1.597 1.361 -0.847  N19 1.297, N21 1.377, C33 1.485
21 N -1.361 0.200 -1.549  C17 1.366, C20 1.377, C22 1.408
22 C -1.979 -1.053 -1.371  N21 1.408, C23 1.390, C27 1.389
23 C -1.251 -2.108 -0.833  C22 1.390, C24 1.381, H32 1.078
24 C -1.869 -3.322 -0.610  C23 1.381, C25 1.384, H31 1.078
25 C -3.207 -3.461 -0.936  C24 1.384, C26 1.384, F30 1.346
26 C -3.940 -2.427 -1.492  C25 1.384, C27 1.383, H29 1.079
27 C -3.316 -1.213 -1.710  C22 1.389, C26 1.383, H28 1.080
28 H -3.862 -0.390 -2.150  C27 1.080
29 H -4.977 -2.580 -1.747  C26 1.079
30 F -3.818 -4.637 -0.707  C25 1.346
31 H -1.330 -4.153 -0.185  C24 1.078
32 H -0.212 -1.969 -0.581  C23 1.078
33 C -2.574 1.439 0.268  C20 1.485, C34 1.498, H46 1.093, H47 1.092
34 C -2.252 0.353 1.249  C33 1.498, C35 1.374, N38 1.365
35 C -1.016 -0.026 1.715  C34 1.374, C36 1.406, H45 1.073
36 C -1.209 -1.133 2.560  C35 1.406, C37 1.367, H44 1.071
37 C -2.552 -1.389 2.581  C36 1.367, N38 1.360, H43 1.072
38 N -3.185 -0.487 1.783  C34 1.365, C37 1.360, C39 1.435
39 C -4.604 -0.424 1.580  N38 1.435, H40 1.088, H41 1.093, H42 1.093
40 H -5.082 -1.190 2.188  C39 1.088
41 H -4.997 0.552 1.876  C39 1.093
42 H -4.860 -0.607 0.533  C39 1.093
43 H -3.104 -2.143 3.106  C37 1.072
44 H -0.448 -1.671 3.089  C36 1.071
45 H -0.082 0.444 1.477  C35 1.073
46 H -2.480 2.430 0.719  C33 1.093
47 H -3.592 1.327 -0.111  C33 1.092
48 H 1.880 1.744 -1.953  N10 1.022
49 H 4.943 -0.081 -0.947  C4 1.077
50 H 5.872 0.145 1.314  C3 1.081
51 H 4.228 1.175 4.113  C1 1.090
52 H 5.875 1.127 3.475  C1 1.087
53 H 5.032 2.672 3.654  C1 1.089

Summary:
charge	0
relative energy (zero: lowest compared OMol25 entry of this formula, charge and spin)	0.000	eV
SMILES	Cc1ccc(NC(=O)CSc2nnc(Cc3cccn3C)n2-c2ccc(F)cc2)cc1
multiplicity	1
HOMO level	-0.2953	Eh
total energy	-1736.7569	Eh

Results of the Löwdin charge analysis, in e, for atoms 1 through 6: -0.058, -0.292, -0.041, -0.005, -0.217, -0.025

=====

(3)
DFT (ωB97M-V/def2-TZVPD) results for 8 unconnected molecules or ions with the total composition C26H52Cl6O15.

Last columns: bonded neighbours and bond lengths (Å).
Positions of all 99 atoms, in Å:
1 Cl -3.532 -8.936 26.397  C2 1.819
2 C -5.092 -8.594 27.268  Cl1 1.819, C3 1.559, H5 1.090, H6 1.090
3 C -6.143 -7.968 26.302  C2 1.559, Cl4 1.770, H7 1.090, H8 1.090
4 Cl -7.489 -8.934 25.681  C3 1.770
5 H -4.903 -7.907 28.093  C2 1.090
6 H -5.327 -9.615 27.569  C2 1.090
7 H -5.718 -7.439 25.448  C3 1.090
8 H -6.687 -7.203 26.855  C3 1.090
9 Cl -3.160 -8.929 30.310  C10 1.787
10 C -2.352 -7.376 30.672  Cl9 1.787, C11 1.520, H13 1.090, H14 1.090
11 C -2.621 -6.260 29.676  C10 1.520, Cl12 1.780, H15 1.090, H16 1.090
12 Cl -4.353 -5.867 29.803  C11 1.780
13 H -1.285 -7.542 30.819  C10 1.090
14 H -2.491 -7.109 31.720  C10 1.090
15 H -2.339 -6.634 28.692  C11 1.090
16 H -2.150 -5.296 29.870  C11 1.090
17 Cl 3.482 -6.619 28.569  C18 1.828
18 C 1.768 -5.996 28.680  Cl17 1.828, C19 1.525, H21 1.090, H22 1.090
19 C 1.390 -5.520 30.078  C18 1.525, Cl20 1.817, H23 1.090, H24 1.090
20 Cl 1.898 -3.803 30.387  C19 1.817
21 H 1.238 -6.888 28.344  C18 1.090
22 H 1.764 -5.242 27.893  C18 1.090
23 H 2.024 -6.103 30.746  C19 1.090
24 H 0.365 -5.748 30.370  C19 1.090
25 C -4.974 -2.875 31.602  C26 1.497, H32 1.090, H33 1.090, H34 1.090
26 C -3.841 -3.541 32.318  C25 1.497, O27 1.409, H35 1.090, H36 1.090
27 O -2.783 -2.636 32.531  C26 1.409, C28 1.350
28 C -1.494 -3.015 32.408  O27 1.350, O29 1.237, O30 1.336
29 O -1.101 -4.100 31.963  C28 1.237
30 O -0.752 -2.130 33.081  C28 1.336, C31 1.408
31 C 0.643 -2.189 33.256  O30 1.408, H37 1.090, H38 1.090, H39 1.090
32 H -4.945 -2.878 30.512  C25 1.090
33 H -5.042 -1.870 32.019  C25 1.090
34 H -5.956 -3.289 31.827  C25 1.090
35 H -3.574 -4.575 32.099  C26 1.090
36 H -4.165 -3.554 33.359  C26 1.090
37 H 1.199 -1.266 33.422  C31 1.090
38 H 1.133 -2.569 32.359  C31 1.090
39 H 0.891 -3.017 33.920  C31 1.090
40 C -5.085 -7.947 33.823  C41 1.489, H47 1.090, H48 1.090, H49 1.090
41 C -3.768 -7.614 34.433  C40 1.489, O42 1.432, H50 1.090, H51 1.090
42 O -3.776 -6.237 34.826  C41 1.432, C43 1.370
43 C -2.828 -5.655 35.624  O42 1.370, O44 1.202, O45 1.349
44 O -1.863 -6.254 36.019  C43 1.202
45 O -3.114 -4.341 35.741  C43 1.349, C46 1.394
46 C -2.183 -3.538 36.398  O45 1.394, H52 1.090, H53 1.090, H54 1.090
47 H -5.947 -7.773 34.467  C40 1.090
48 H -5.256 -9.008 33.637  C40 1.090
49 H -5.303 -7.444 32.881  C40 1.090
50 H -2.977 -7.841 33.719  C41 1.090
51 H -3.683 -8.277 35.295  C41 1.090
52 H -1.507 -3.053 35.695  C46 1.090
53 H -1.745 -3.957 37.304  C46 1.090
54 H -2.862 -2.833 36.877  C46 1.090
55 C -1.603 -15.899 31.167  C56 1.517, H62 1.090, H63 1.090, H64 1.090
56 C -0.560 -15.059 30.454  C55 1.517, O57 1.439, H65 1.090, H66 1.090
57 O -1.148 -13.783 30.142  C56 1.439, C58 1.321
58 C -1.955 -13.590 29.114  O57 1.321, O59 1.213, O60 1.336
59 O -2.484 -14.480 28.482  C58 1.213
60 O -2.013 -12.268 28.926  C58 1.336, C61 1.365
61 C -2.961 -11.728 28.104  O60 1.365, H67 1.090, H68 1.090, H69 1.090
62 H -0.963 -16.525 31.789  C55 1.090
63 H -2.474 -16.366 30.708  C55 1.090
64 H -2.194 -15.335 31.887  C55 1.090
65 H -0.137 -15.557 29.581  C56 1.090
66 H 0.437 -14.888 30.860  C56 1.090
67 H -2.941 -12.050 27.063  C61 1.090
68 H -2.836 -10.653 28.232  C61 1.090
69 H -3.909 -11.932 28.601  C61 1.090
70 C -2.589 -4.467 25.974  C71 1.464, H77 1.090, H78 1.090, H79 1.090
71 C -1.815 -5.140 24.929  C70 1.464, O72 1.421, H80 1.090, H81 1.090
72 O -1.933 -4.508 23.662  C71 1.421, C73 1.454
73 C -1.416 -5.078 22.428  O72 1.454, O74 1.230, O75 1.303
74 O -0.892 -6.166 22.194  C73 1.230
75 O -1.815 -4.275 21.481  C73 1.303, C76 1.391
76 C -1.611 -4.573 20.138  O75 1.391, H82 1.090, H83 1.090, H84 1.090
77 H -2.505 -4.670 27.041  C70 1.090
78 H -3.643 -4.516 25.703  C70 1.090
79 H -2.499 -3.391 25.823  C70 1.090
80 H -2.010 -6.210 24.859  C71 1.090
81 H -0.831 -5.222 25.392  C71 1.090
82 H -1.666 -5.658 20.049  C76 1.090
83 H -0.599 -4.234 19.916  C76 1.090
84 H -2.477 -4.198 19.593  C76 1.090
85 C -8.080 -14.300 32.642  C86 1.557, H92 1.090, H93 1.090, H94 1.090
86 C -7.538 -13.801 34.014  C85 1.557, O87 1.471, H95 1.090, H96 1.090
87 O -6.110 -13.521 33.792  C86 1.471, C88 1.397
88 C -5.626 -12.223 33.970  O87 1.397, O89 1.276, O90 1.379
89 O -6.263 -11.137 34.175  C88 1.276
90 O -4.334 -12.196 33.490  C88 1.379, C91 1.378
91 C -3.676 -11.030 33.163  O90 1.378, H97 1.090, H98 1.090, H99 1.090
92 H -7.678 -15.299 32.472  C85 1.090
93 H -7.874 -13.600 31.833  C85 1.090
94 H -9.168 -14.362 32.663  C85 1.090
95 H -7.689 -14.584 34.757  C86 1.090
96 H -8.093 -12.943 34.395  C86 1.090
97 H -2.682 -11.250 32.774  C91 1.090
98 H -3.535 -10.312 33.972  C91 1.090
99 H -4.206 -10.665 32.284  C91 1.090

Summary:
charge	-1
multiplicity	2
HOMO level (alpha / beta)	0.0135 / -0.2933	Eh
total energy	-4911.4806	Eh

Results of the Löwdin charge analysis, in e, for atoms 1 through 6: 0.488, -0.578, -0.670, 0.516, -0.005, 0.050

=====

(4)
DFT (ωB97M-V/def2-TZVPD) results for 2 unconnected molecules or ions with the total composition C6H16NP.

Last columns: bonded neighbours and bond lengths (Å).
Positions of all 24 atoms, in Å:
1 C 1.930 -0.903 1.004  P8 1.802, H9 1.102, H10 1.059
2 C -2.067 1.592 2.219  C5 1.534, H11 1.123, H12 1.003, H13 1.136
3 C 0.017 -2.514 -1.377  N7 1.464, H14 1.127, H15 1.115, H16 1.117
4 C 1.385 1.188 -2.865  H17 1.076, H18 1.112, H19 1.135
5 C -0.897 0.652 1.899  C2 1.534, C6 1.563, H20 1.113, H21 1.168
6 C -0.278 1.073 0.528  C5 1.563, P8 1.822, H22 1.194, H23 1.032
7 N -0.341 -1.351 -0.563  C3 1.464, P8 1.653, H24 1.016
8 P 0.794 -0.204 -0.207  C1 1.802, C6 1.822, N7 1.653
9 H 2.990 -0.675 0.804  C1 1.102
10 H 1.770 -1.932 0.810  C1 1.059
11 H -2.276 2.029 1.206  C2 1.123
12 H -2.762 1.017 2.656  C2 1.003
13 H -1.648 2.529 2.706  C2 1.136
14 H -0.086 -2.437 -2.496  C3 1.127
15 H 1.075 -2.809 -1.179  C3 1.115
16 H -0.524 -3.465 -1.149  C3 1.117
17 H 0.437 0.682 -2.905  C4 1.076
18 H 1.465 2.229 -2.482  C4 1.112
19 H 2.305 0.529 -2.949  C4 1.135
20 H -1.187 -0.423 1.890  C5 1.113
21 H -0.149 0.686 2.796  C5 1.168
22 H -1.099 1.348 -0.295  C6 1.194
23 H 0.265 1.912 0.785  C6 1.032
24 H -1.117 -0.755 -0.837  N7 1.016

Summary:
charge	0
relative energy (zero: lowest compared OMol25 entry of this formula, charge and spin)	4.441	eV
multiplicity	1
HOMO level (alpha / beta)	-0.2604 / -0.2767	Eh
total energy	-634.1015	Eh

Results of the Löwdin charge analysis, in e, for atoms 1 through 6: -0.216, -0.113, -0.176, -0.017, -0.323, -0.371

=====

(5)
DFT (ωB97M-V/def2-TZVPD) results for a gas-phase ion, C5H8N5 (charge +1).

Last columns: bonded neighbours and bond lengths (Å).
Positions of all 18 atoms, in Å:
1 C 2.704 -1.303 0.171  C3 1.403, N6 1.147
2 C -0.672 1.364 -0.361  N7 1.362, N9 1.297
3 C 2.662 0.099 0.165  C1 1.403, C4 1.304, N8 1.410
4 C 1.456 0.562 0.347  C3 1.304, N7 1.302
5 C -2.047 -0.651 -0.154  N9 1.433, N10 1.448, H11 1.096, H12 1.178
6 N 2.737 -2.442 0.305  C1 1.147
7 N 0.178 0.750 0.508  C2 1.362, C4 1.302, H16 1.047
8 N 3.841 0.856 0.016  C3 1.410, H13 1.008, H14 0.997
9 N -1.787 0.717 -0.494  C2 1.297, C5 1.433, H15 1.019
10 N -3.453 -0.664 0.196  C5 1.448, H17 1.002, H18 0.977
11 H -1.566 -0.869 0.807  C5 1.096
12 H -1.950 -1.444 -1.020  C5 1.178
13 H 4.636 0.432 -0.438  N8 1.008
14 H 3.705 1.769 -0.361  N8 0.997
15 H -2.490 1.126 -1.108  N9 1.019
16 H -0.050 0.584 1.516  N7 1.047
17 H -3.898 0.213 0.387  N10 1.002
18 H -4.007 -1.097 -0.483  N10 0.977

Summary:
charge	+1
relative energy (zero: lowest compared OMol25 entry of this formula, charge and spin)	4.809	eV
multiplicity	1
HOMO level (alpha / beta)	-0.4905 / -0.4905	Eh
total energy	-468.6593	Eh

Results of the Löwdin charge analysis, in e, for atoms 1 through 6: -0.146, -0.015, -0.267, 0.127, -0.236, 0.240

=====

(6)
DFT (ωB97M-V/def2-TZVPD) results for a single C15H19F2NO2 molecule.

Last columns: bonded neighbours and bond lengths (Å).
Positions of all 39 atoms, in Å:
1 C 1.781 -5.735 -0.743  C2 1.522, H37 1.086, H38 1.087, H39 1.087
2 C 0.804 -5.143 0.263  C1 1.522, H3 1.095, H4 1.092, O5 1.429
3 H -0.224 -5.397 -0.015  C2 1.095
4 H 1.016 -5.497 1.274  C2 1.092
5 O 0.925 -3.721 0.336  C2 1.429, C6 1.338
6 C 0.271 -3.007 -0.586  O5 1.338, O7 1.203, C8 1.521
7 O -0.411 -3.496 -1.449  C6 1.203
8 C 0.536 -1.519 -0.418  C6 1.521, C9 1.530, C27 1.532, H36 1.097
9 C -0.392 -0.693 -1.311  C8 1.530, C10 1.535, H34 1.090, H35 1.091
10 C -1.834 -0.758 -0.788  C9 1.535, N11 1.447, H32 1.091, H33 1.095
11 N -1.993 -0.407 0.606  C10 1.447, C12 1.447, C26 1.444
12 C -2.237 0.982 0.930  N11 1.447, C13 1.514, H24 1.094, H25 1.095
13 C -1.092 1.952 0.734  C12 1.514, C14 1.390, C18 1.391
14 C -0.908 2.583 -0.491  C13 1.390, C15 1.382, H23 1.079
15 C 0.160 3.441 -0.681  C14 1.382, C16 1.389, F22 1.345
16 C 1.056 3.684 0.352  C15 1.389, C17 1.383, F21 1.345
17 C 0.874 3.074 1.579  C16 1.383, C18 1.383, H20 1.078
18 C -0.196 2.217 1.764  C13 1.391, C17 1.383, H19 1.080
19 H -0.337 1.750 2.727  C18 1.080
20 H 1.571 3.283 2.375  C17 1.078
21 F 2.094 4.519 0.169  C16 1.345
22 F 0.320 4.040 -1.874  C15 1.345
23 H -1.593 2.421 -1.309  C14 1.079
24 H -3.084 1.305 0.318  C12 1.094
25 H -2.548 1.013 1.979  C12 1.095
26 C -1.090 -1.147 1.457  N11 1.444, C27 1.535, H30 1.092, H31 1.097
27 C 0.385 -1.073 1.039  C8 1.532, C26 1.535, H28 1.090, H29 1.091
28 H 0.981 -1.711 1.691  C27 1.090
29 H 0.749 -0.048 1.131  C27 1.091
30 H -1.208 -0.796 2.484  C26 1.092
31 H -1.406 -2.197 1.421  C26 1.097
32 H -2.478 -0.112 -1.388  C10 1.091
33 H -2.189 -1.787 -0.904  C10 1.095
34 H -0.371 -1.086 -2.328  C9 1.090
35 H -0.037 0.339 -1.328  C9 1.091
36 H 1.577 -1.370 -0.730  C8 1.097
37 H 1.706 -6.818 -0.729  C1 1.086
38 H 1.544 -5.378 -1.742  C1 1.087
39 H 2.799 -5.444 -0.495  C1 1.087

Summary:
charge	0
relative energy (zero: lowest compared OMol25 entry of this formula, charge and spin)	0.000	eV
SMILES	CCOC(=O)C1CCN(Cc2ccc(F)c(F)c2)CC1
multiplicity	1
HOMO level	-0.3007	Eh
total energy	-987.9542	Eh

Results of the Löwdin charge analysis, in e, for atoms 1 through 6: -0.061, -0.213, 0.122, 0.123, -0.011, -0.472